Record 1
11
Properties=species:S:1:pos:R:3:forces:R:3:mulliken_spin:R:1 method="wB97M-V/def2-TZVPD" spin_multiplicity=2 total_charge=+4 de_lowest_kcal_mol=0.00 max_force_ev_per_a=10.04 homo_lumo_gap_ev="4.299 / 6.209" total_energy_ev=-15289.617
O -0.066 -1.216 -0.577 2.3 0.6 -0.8 0.002
C 0.758 -0.328 -0.668 -9.4 1.5 3.3 0.018
C -1.644 0.594 1.024 -0.1 0.4 -0.1 0.373
O 1.973 -0.356 -0.876 4.3 -0.1 -1.3 -0.005
O 0.297 0.995 -0.317 3.6 -1.6 -2.6 0.070
C -0.438 1.256 0.708 -1.4 -0.4 2.4 0.417
Li -0.143 -3.064 -0.933 -0.9 -1.2 0.2 -0.001
H -1.972 0.621 2.064 -0.2 0.1 0.0 0.031
H -2.269 0.127 0.263 0.0 0.0 0.1 0.040
H 0.025 1.957 1.407 -0.3 0.5 -0.2 0.033
Bi 3.480 -0.587 -2.096 2.2 0.3 -1.0 0.021



Record 2
7
Properties=species:S:1:pos:R:3:forces:R:3:lowdin_charge:R:1 method="wB97M-V/def2-TZVPD" spin_multiplicity=1 de_lowest_kcal_mol=59.33 max_force_ev_per_a=2.15 homo_lumo_gap_ev="7.029 / 6.775" total_energy_ev=-73197.405
C -1.818 -0.619 -0.244 2.1 -0.3 0.5 0.169
C -0.669 -0.358 0.030 0.9 0.2 -0.2 -0.147
C 0.552 0.390 0.174 -1.0 -1.2 0.0 -0.082
Br 3.311 0.127 -0.010 -2.1 -0.3 0.1 -0.048
H -2.687 -1.143 -0.407 -1.7 -0.4 -0.3 0.023
H 0.602 0.932 -0.737 1.0 1.2 -0.1 0.041
H 0.709 0.670 1.194 0.7 0.7 0.0 0.043